1.
# C6H13N

An isolated molecule of C6H13N (wB97M-V/def2-TZVPD, the Open Molecules 2025 dataset).

XYZ file:
```
20
Properties=species:S:1:pos:R:3:forces:R:3
C -0.699088 1.589742 -2.599359 0.5 1.1 -1.3
C -1.095693 1.817645 -1.132278 -0.2 -1.7 0.7
C -0.055746 0.998808 -0.344811 -0.7 1.4 2.0
C -0.544163 -0.177272 0.151610 -0.7 0.9 0.2
N -0.073568 -1.455948 0.290340 0.6 -1.5 1.1
C 0.886135 -2.056864 1.259442 0.0 1.2 0.4
C 1.508757 -1.018721 2.203046 -0.4 -0.4 0.2
H 0.200676 2.047131 -3.066729 -0.3 0.8 1.0
H -0.321147 0.571366 -2.709384 -1.1 -0.4 0.0
H -1.516535 1.888398 -3.286995 0.3 -0.7 0.3
H -2.000098 1.191364 -1.050746 0.0 0.2 0.0
H -1.441385 2.775858 -0.722033 0.8 0.3 -0.6
H 0.688449 1.601996 0.204710 1.0 -0.8 -1.4
H -1.568180 -0.037857 0.550190 -0.3 -0.7 -1.6
H -0.833040 -2.114775 0.235648 -0.3 0.3 -0.1
H 0.310004 -2.722692 1.916822 0.3 -0.3 -0.5
H 1.661012 -2.575494 0.707648 0.1 -0.3 0.0
H 0.778713 -0.786845 2.982943 0.0 0.2 -0.1
H 1.737720 -0.093224 1.677272 0.3 -0.1 0.1
H 2.377171 -1.442608 2.732663 -0.1 0.3 -0.4
```
Forces are in eV/Å.

Output
energy relative to the best compared isomer or geometry (same formula, charge and spin): 76.8 kcal/mol
charge: 0

From a Mulliken analysis of the wavefunction, the atomic charges in e read: C -1.083; C -0.343; C -0.438; C -0.350; N -0.275; C -0.280; C -1.001; H 0.328; H 0.291; H 0.314; H 0.219; H 0.397; H 0.272; H 0.277; H 0.269; H 0.217; H 0.317; H 0.296; H 0.231; H 0.341


2.
# C6H13N

An isolated molecule of C6H13N (wB97M-V/def2-TZVPD, the Open Molecules 2025 dataset).

XYZ file:
```
20
Properties=species:S:1:pos:R:3:forces:R:3
C -2.424802 -0.175759 0.485059 0.3 2.1 -0.5
C -1.363907 0.647472 -0.339602 -0.6 -0.9 0.2
N 0.057800 -1.773691 -0.603619 -0.9 0.4 -1.5
C 0.725387 -0.690732 -0.013653 0.7 1.2 -0.2
C 0.062592 0.501549 0.199197 0.4 -0.1 -2.7
C 0.876365 1.807847 0.221418 0.4 -0.7 2.2
C 2.208087 -0.935628 0.332584 -1.6 -0.4 1.1
H -2.624978 0.331805 1.434282 -0.1 0.0 -0.2
H -3.321407 -0.159325 -0.137103 -0.2 -0.5 0.4
H -2.067863 -1.150748 0.738428 0.1 -0.7 -0.3
H -1.657793 1.692077 -0.506453 0.1 0.0 1.0
H -1.519829 0.340707 -1.400680 0.7 -0.5 0.3
H -0.490190 -1.324164 -1.353690 -0.5 -0.5 0.7
H 0.613632 -2.404611 -1.174637 0.6 0.0 0.8
H 0.767607 2.325956 1.250742 0.7 -0.6 -1.6
H 0.689409 2.557086 -0.544889 -0.8 -0.2 -0.2
H 1.889230 1.442443 -0.019218 -0.1 1.0 0.8
H 2.782301 -0.023394 0.238982 0.3 -0.1 0.2
H 2.695472 -1.758957 -0.207630 -0.4 0.3 -0.1
H 2.102888 -1.249935 1.400481 0.9 0.3 -0.6
```
Forces are in eV/Å.

Output
energy relative to the best compared isomer or geometry (same formula, charge and spin): 30.8 kcal/mol
charge: 0

From a Mulliken analysis of the wavefunction, the atomic charges in e read: C -1.021; C -0.851; N -0.559; C 0.325; C 0.556; C -1.215; C -1.166; H 0.313; H 0.319; H 0.328; H 0.393; H 0.326; H 0.191; H 0.316; H 0.212; H 0.360; H 0.227; H 0.349; H 0.356; H 0.239


3.
# C6H13N

An isolated molecule of C6H13N (wB97M-V/def2-TZVPD, the Open Molecules 2025 dataset).

XYZ file:
```
20
Properties=species:S:1:pos:R:3:forces:R:3
C 2.085808 0.452457 -1.200899 -0.3 0.6 1.1
C 0.603550 0.124963 -1.415419 -0.8 -0.8 -1.0
C -0.170735 0.065391 -0.124901 1.0 0.5 0.4
C -0.307195 -1.055788 0.566143 -0.5 -0.7 0.2
N -0.134345 -2.367230 -0.005068 0.4 0.7 -0.1
C -0.518967 1.409818 0.458162 -0.6 0.2 0.2
C -1.599090 1.448780 1.553903 0.3 -1.0 -0.8
H 2.173550 1.542922 -1.198936 0.4 -0.1 -0.3
H 2.802501 -0.013824 -1.870584 -0.2 0.1 -0.3
H 2.361892 0.176490 -0.176872 0.1 -0.2 -0.2
H 0.449004 -0.811976 -1.962234 0.4 0.0 0.3
H 0.140408 0.861963 -2.074748 0.1 0.2 0.0
H -0.625668 -1.044575 1.610268 -0.2 0.2 -0.2
H 0.300512 -2.999605 0.652080 -0.3 -0.2 -0.1
H -1.037055 -2.702263 -0.318178 0.2 -0.3 0.1
H -0.915042 1.997401 -0.369862 0.0 0.2 -0.2
H 0.357505 1.969128 0.782825 0.3 -0.1 0.1
H -1.757008 2.478423 1.849547 -0.1 0.0 0.4
H -2.500547 1.031458 1.113326 -0.4 0.3 -0.1
H -1.398061 0.749699 2.367932 0.3 0.6 0.3
```
Forces are in eV/Å.

Output
energy relative to the best compared isomer or geometry (same formula, charge and spin): 16.6 kcal/mol
charge: 0

From a Mulliken analysis of the wavefunction, the atomic charges in e read: C -1.173; C -0.786; C 0.478; C -0.370; N -0.551; C -0.401; C -1.276; H 0.292; H 0.337; H 0.331; H 0.366; H 0.397; H 0.222; H 0.235; H 0.220; H 0.337; H 0.353; H 0.376; H 0.321; H 0.293


4.
# C6H13N

An isolated molecule of C6H13N (wB97M-V/def2-TZVPD, the Open Molecules 2025 dataset).

XYZ file:
```
20
Properties=species:S:1:pos:R:3:forces:R:3
C 0.963226 -1.907842 1.446931 0.0 -0.1 0.1
C -0.217813 -0.950867 1.370916 0.1 0.1 -0.1
C -0.730453 -0.759665 -0.067841 -0.1 -0.1 0.1
C 0.116277 0.178001 -0.884801 0.1 0.0 0.1
C 1.148421 -0.258938 -1.618775 0.0 -0.1 0.0
C -1.005494 2.180706 0.184034 0.1 -0.1 -0.1
N -0.241201 1.515568 -0.855260 0.0 0.1 -0.1
H 0.671861 -2.898094 1.088157 0.0 0.0 0.0
H 1.318922 -2.015748 2.472349 0.0 0.0 0.0
H 1.803762 -1.564783 0.843224 -0.1 0.0 0.0
H 0.078986 0.015246 1.786939 0.0 0.0 0.0
H -1.030943 -1.324584 1.997537 0.0 0.0 0.0
H -0.741401 -1.736181 -0.553522 0.0 0.0 -0.1
H -1.761994 -0.398227 -0.066211 0.0 -0.1 0.0
H 1.784461 0.425678 -2.168140 0.0 0.0 0.0
H 1.347986 -1.316747 -1.709207 0.0 0.0 0.0
H -1.883938 2.676132 -0.233593 0.0 0.1 0.0
H -1.346318 1.470498 0.931330 0.0 0.0 0.0
H -0.391280 2.926356 0.692862 0.0 0.0 0.1
H 0.380819 2.117202 -1.371194 0.0 0.0 0.0
```
Forces are in eV/Å.

Output
energy relative to the best compared isomer or geometry (same formula, charge and spin): 12.2 kcal/mol
charge: 0

From a Mulliken analysis of the wavefunction, the atomic charges in e read: C -1.334; C -0.045; C -1.363; C 1.022; C -1.296; C -0.841; N -0.249; H 0.312; H 0.373; H 0.329; H 0.290; H 0.312; H 0.454; H 0.406; H 0.271; H 0.300; H 0.257; H 0.294; H 0.295; H 0.212


5.
# C6H13N

An isolated molecule of C6H13N (wB97M-V/def2-TZVPD, the Open Molecules 2025 dataset).

XYZ file:
```
20
Properties=species:S:1:pos:R:3:forces:R:3
C 2.937600 -0.207491 -0.002567 0.1 0.0 0.0
C 1.487711 -0.663694 -0.129423 0.0 0.0 0.0
C 0.593439 0.331703 -0.863770 0.1 0.0 0.0
N -0.793374 -0.083172 -0.728164 0.1 0.0 0.0
C -1.816871 0.939179 -0.846624 -0.1 0.2 -0.1
C -1.460773 0.367565 0.477725 0.0 0.0 0.2
C -2.311657 -0.631624 1.217306 0.0 0.0 0.0
H 3.001686 0.761376 0.507279 0.0 -0.1 -0.1
H 3.418146 -0.101958 -0.981813 -0.1 0.0 0.1
H 3.522678 -0.927026 0.579925 -0.1 0.1 -0.1
H 1.431273 -1.630253 -0.643766 0.0 0.1 0.1
H 1.066063 -0.823680 0.872017 0.1 0.0 -0.1
H 0.846920 0.365296 -1.931403 0.0 0.0 0.1
H 0.756146 1.351122 -0.460411 -0.1 -0.1 0.0
H -2.732186 0.632358 -1.349744 0.1 0.0 0.1
H -1.502155 1.963282 -1.053679 0.0 -0.2 0.0
H -0.874113 1.034369 1.117064 -0.1 -0.1 -0.1
H -3.034601 -0.131734 1.871300 0.1 -0.1 -0.1
H -2.854816 -1.266265 0.510932 0.1 0.1 0.1
H -1.681112 -1.279362 1.837812 -0.1 0.1 -0.1
```
Forces are in eV/Å.

Output
energy relative to the best compared isomer or geometry (same formula, charge and spin): 20.1 kcal/mol
charge: 0

From a Mulliken analysis of the wavefunction, the atomic charges in e read: C -1.263; C -0.136; C -0.684; N -0.316; C -0.528; C 0.307; C -1.370; H 0.331; H 0.310; H 0.357; H 0.292; H 0.204; H 0.333; H 0.338; H 0.245; H 0.275; H 0.360; H 0.348; H 0.329; H 0.270


6.
# C6H13N

C6H13N as an isolated structure (wB97M-V/def2-TZVPD, the Open Molecules 2025 dataset).

XYZ file:
```
20
Properties=species:S:1:pos:R:3:forces:R:3
C -0.537099 1.926743 -2.937527 0.1 0.1 -0.5
C 0.135025 2.078216 -1.591075 -1.6 -2.8 2.0
C 0.172958 0.765673 -0.888863 3.1 -0.2 1.3
C 0.715797 0.569460 0.390438 1.3 -3.0 -2.5
N 0.673299 -0.872612 0.737045 -1.0 -0.1 0.4
C -0.146795 -1.144009 1.916177 -0.3 1.2 0.2
C -0.298676 -2.605507 2.278096 0.4 -0.4 0.3
H -0.035420 1.175446 -3.600511 -0.5 0.4 0.6
H -0.700932 2.802613 -3.562995 0.3 0.3 0.4
H -1.540519 1.625775 -2.613628 0.1 -0.4 -0.9
H 0.886913 2.688835 -1.107861 -0.3 0.9 -0.6
H -0.737308 1.713925 -0.763144 -0.2 3.0 -0.9
H -0.172221 -0.100954 -1.424114 -0.9 -0.2 0.2
H 1.735005 0.925677 0.569610 -0.6 1.2 0.5
H 1.553918 -1.375294 0.814054 0.1 0.6 -0.1
H -1.077022 -0.576949 1.733287 0.0 -0.6 0.2
H 0.282682 -0.657810 2.820835 -0.1 -0.1 -0.2
H 0.751858 -2.979179 2.299419 -0.8 -0.3 0.2
H -0.752532 -2.692343 3.281322 0.5 0.1 -0.3
H -0.908932 -3.267709 1.649435 0.3 0.5 -0.3
```
Forces are in eV/Å.

Output
energy relative to the best compared isomer or geometry (same formula, charge and spin): 106.2 kcal/mol
charge: 0

From a Mulliken analysis of the wavefunction, the atomic charges in e read: C -1.006; C -0.397; C -0.110; C -0.713; N -0.243; C -0.282; C -1.051; H 0.235; H 0.339; H 0.295; H 0.435; H 0.142; H 0.449; H 0.267; H 0.206; H 0.317; H 0.245; H 0.257; H 0.318; H 0.300


Number 1: LUMO level 0.77 eV, frontier orbital gap 8.31 eV, strongest force on any atom 2.55 eV Å⁻¹. Number 2: LUMO level 1.00 eV, frontier orbital gap 8.77 eV, strongest force on any atom 2.70 eV Å⁻¹. Number 3: LUMO level 1.08 eV, frontier orbital gap 9.62 eV, strongest force on any atom 1.52 eV Å⁻¹. Number 4: LUMO level 1.07 eV, frontier orbital gap 8.70 eV, strongest force on any atom 0.22 eV Å⁻¹. Number 5: LUMO level 1.24 eV, frontier orbital gap 10.33 eV, strongest force on any atom 0.24 eV Å⁻¹. Number 6: LUMO level 1.02 eV, frontier orbital gap 8.37 eV, strongest force on any atom 4.11 eV Å⁻¹.